C4H12N3 | ωB97M-V/def2-TZVPD

Properties
Electronic energy ... -8802.8636 eV
Energy above the lowest of the compared OMol25 structures with the same formula, charge and spin ... 4.8706 eV
Frontier orbital gap ... 5.9 eV
F_max ... 4.12 eV Å⁻¹
Structure (SMILES) ... NCCC(=[NH2+])CN
Total charge ... +1

Each line ends with the natural charge from an NBO analysis.
Element x y z (Å)
N 1.8344 -2.0664 -0.2210  -0.748
N -0.5760 2.9240 0.9561  -0.839
N -0.9880 -0.4873 -1.4941  -0.879
C -0.2394 -0.6471 -0.2157  0.793
C -0.6150 0.4467 0.6253  -0.602
C 0.3831 -1.9265 0.1247  -0.405
C 0.1539 1.7724 0.4365  -0.167
H -0.3456 -0.5251 -2.2935  0.418
H -1.5462 -1.3434 -1.5433  0.409
H -1.5182 3.1312 0.6694  0.378
H 1.9628 -3.0788 -0.1654  0.386
H -1.6851 0.6713 0.6280  0.319
H 1.1516 1.9751 0.8762  0.242
H -0.3349 0.2407 1.6658  0.268
H 0.4090 -2.1230 1.2059  0.259
H -0.0255 3.7685 0.9330  0.390
H 1.9674 -1.8560 -1.2154  0.360
H -0.2410 -2.7443 -0.3204  0.246
H 0.2525 1.8682 -0.6521  0.171

Forces on atoms 1 to 3 (eV/Å):
-0.70 -0.02 -0.97
-0.12 -0.54 0.80
1.69 -0.57 1.63

***

C4H12N3 | ωB97M-V/def2-TZVPD

Properties
Electronic energy ... -8807.3301 eV
Energy above the lowest of the compared OMol25 structures with the same formula, charge and spin ... 0.4041 eV
Frontier orbital gap ... 11.7 eV
F_max ... 2.29 eV Å⁻¹
Structure (SMILES) ... CCCNC(N)=[NH2+]
Total charge ... +1

Each line ends with the natural charge from an NBO analysis.
Element x y z (Å)
N 1.3116 -0.6941 -1.5414  -0.767
N 0.6289 0.9281 0.0096  -0.538
N 0.7900 1.3995 -2.2293  -0.757
C -0.7805 -0.0736 1.7361  -0.420
C 0.6351 0.0207 1.1981  -0.210
C -1.6795 -1.0664 0.9562  -0.610
C 0.8627 0.5426 -1.2223  0.679
H -0.7387 -0.4052 2.7790  0.236
H 0.6820 1.0828 -3.1785  0.419
H -2.0940 -0.5916 0.0675  0.205
H 1.2212 -1.5003 -0.9487  0.419
H 1.1135 -0.9793 -2.4972  0.412
H -1.0419 -1.9003 0.6619  0.196
H 0.5226 2.3693 -2.1519  0.428
H -1.2203 0.9254 1.8423  0.212
H 1.2002 0.6019 1.9235  0.234
H -0.0623 1.6655 0.0310  0.415
H -2.4432 -1.4123 1.6434  0.243
H 1.0925 -0.9128 0.9208  0.203

Forces on atoms 1 to 3 (eV/Å):
-0.51 -0.27 -0.77
-0.54 -0.53 0.04
-0.67 0.88 -1.06

***

C4H12N3 | ωB97M-V/def2-TZVPD

Properties
Electronic energy ... -8806.4589 eV
Energy above the lowest of the compared OMol25 structures with the same formula, charge and spin ... 1.2753 eV
Frontier orbital gap ... 10.5 eV
F_max ... 1.56 eV Å⁻¹
Structure (SMILES) ... N/C=[NH+]/CCCN
Total charge ... +1

Each line ends with the natural charge from an NBO analysis.
Element x y z (Å)
N 1.7352 -0.7385 -0.5499  -0.851
N -2.6466 -1.3054 -0.9510  -0.693
N -0.7874 -0.1358 -0.1940  -0.581
C 1.6781 -0.0511 0.7489  -0.237
C -1.9859 -0.6271 -0.0441  0.414
C -0.4414 1.2252 0.2667  -0.212
C 1.0904 1.3173 0.4997  -0.423
H -3.4238 -1.8517 -0.6024  0.423
H 1.2295 2.0663 1.2804  0.246
H 1.4727 1.7111 -0.4310  0.211
H -2.1690 -1.7172 -1.7381  0.424
H 2.6751 0.0503 1.1797  0.214
H 2.1694 -0.1272 -1.2297  0.371
H 0.0201 -0.5966 -0.6501  0.457
H -2.4581 -0.4310 0.9173  0.209
H 1.0712 -0.6538 1.4219  0.198
H -0.7334 1.8289 -0.5859  0.219
H 2.4498 -1.4557 -0.5307  0.392
H -0.9459 1.4921 1.1921  0.218

Forces on atoms 1 to 3 (eV/Å):
0.72 -0.28 -0.41
-0.13 -1.42 0.62
-0.58 0.23 0.41

***

C4H12N3 | ωB97M-V/def2-TZVPD

Properties
Electronic energy ... -8805.2727 eV
Energy above the lowest of the compared OMol25 structures with the same formula, charge and spin ... 2.4615 eV
Frontier orbital gap ... 9.6 eV
F_max ... 2.75 eV Å⁻¹
Structure (SMILES) ... N/C=C(\[NH3+])CCN
Total charge ... +1

Each line ends with the natural charge from an NBO analysis.
Element x y z (Å)
N -1.0809 2.5491 -0.9608  -0.914
N 1.7866 -2.6720 -0.2188  -0.782
N -0.5573 1.1559 1.4043  -0.706
C -0.1842 -1.0650 0.1223  -0.485
C -0.4995 0.4168 0.0729  0.131
C 1.3236 -1.2990 0.0031  -0.207
C -0.7272 1.1630 -0.9744  -0.002
H 1.0390 -3.1818 -0.6976  0.351
H -0.6090 -1.6620 0.9454  0.235
H 0.0372 0.7092 2.0909  0.447
H -0.3935 3.2239 -1.2728  0.409
H 1.7596 -0.9326 0.9338  0.180
H 1.7328 -3.1637 0.6763  0.353
H 1.6050 -0.7237 -0.8735  0.195
H -1.5260 1.3472 1.6594  0.456
H -2.0050 2.7190 -1.3206  0.406
H -0.7261 -1.4658 -0.7384  0.245
H -0.1863 2.0786 1.1447  0.462
H -0.7888 0.8029 -1.9962  0.225

Forces on atoms 1 to 3 (eV/Å):
0.39 -0.08 1.89
-1.35 -0.42 0.89
0.41 0.58 -1.98

***

C4H12N3 | ωB97M-V/def2-TZVPD

Properties
Electronic energy ... -8804.1742 eV
Energy above the lowest of the compared OMol25 structures with the same formula, charge and spin ... 3.5601 eV
Frontier orbital gap ... 9.6 eV
F_max ... 5.04 eV Å⁻¹
Total charge ... +1

Each line ends with the natural charge from an NBO analysis.
Element x y z (Å)
N 1.2729 -0.4927 0.3369  -0.792
N -1.0480 -2.2515 0.8061  -0.849
N 1.9763 2.4917 -0.0232  -0.815
C -1.0348 0.0359 -0.6767  -0.452
C -1.7187 -0.9331 0.3668  -0.270
C 0.7889 1.7734 -0.4539  0.028
C 0.3682 0.5703 -0.2331  0.015
H 2.7721 2.0480 0.3041  0.372
H 2.3907 3.2838 -0.6981  0.413
H -0.8270 -0.4152 -1.7129  0.225
H -1.5978 -2.5553 1.6308  0.426
H 1.9241 -0.8737 -0.3242  0.426
H 1.6743 -0.1464 1.2408  0.445
H -1.5764 0.9646 -0.8529  0.263
H -1.1407 -2.9019 -0.0195  0.400
H 0.3583 -1.4388 0.3928  0.490
H -2.1348 -0.3076 1.2080  0.236
H -2.7343 -1.2666 -0.1599  0.217
H 0.2866 2.4151 -1.1319  0.224

Forces on atoms 1 to 3 (eV/Å):
-3.91 -0.94 0.85
0.17 2.02 -2.02
-1.36 2.11 -3.07

***

C4H12N3 | ωB97M-V/def2-TZVPD

Properties
Multiplicity ... 3
Electronic energy ... -8801.7907 eV
Energy above the lowest of the compared OMol25 structures with the same formula, charge and spin ... 0.8361 eV
Frontier orbital gap (spin up / spin down) ... 4.9 / 9.6 eV
F_max ... 9.81 eV Å⁻¹
Total charge ... +1
<S²> ... 2.006

Each line ends with the natural charge from an NBO analysis.
Element x y z (Å)
N -1.3332 -1.2825 -0.6228  -0.739
N 2.0077 0.6342 -1.1037  -0.709
N -1.5973 -0.3295 1.3572  -0.750
C -1.5212 -0.1624 0.0332  0.521
C 1.8214 -0.7592 0.8006  -0.313
C 1.7782 0.4164 0.2590  -0.167
C -1.4038 1.0985 -0.6341  -0.717
H -1.4471 -1.2030 1.8829  0.428
H -1.2716 -2.2504 -0.1661  0.420
H -2.1412 1.2332 -1.4739  0.276
H -1.1510 -1.3883 -1.6119  0.429
H 2.5600 -0.0637 -1.5945  0.397
H 1.1725 -0.7521 1.7395  0.165
H -1.7808 1.8953 0.1088  0.250
H 1.5724 1.2505 0.8788  0.189
H -0.2973 1.2408 -0.8673  0.291
H 2.2596 -1.6676 0.4628  0.201
H -1.5174 0.5532 1.9435  0.427
H 2.2901 1.5366 -1.3922  0.402

Forces on atoms 1 to 3 (eV/Å):
0.21 -3.46 -0.47
-0.11 -1.26 1.16
0.02 2.67 1.84

***

C4H12N3O | ωB97M-V/def2-TZVPD

Properties
Electronic energy ... -10849.4943 eV
Energy above the lowest of the compared OMol25 structures with the same formula, charge and spin ... 5.5988 eV
Frontier orbital gap (spin up / spin down) ... 7.9 / 7.9 eV
F_max ... 5.59 eV Å⁻¹
Total charge ... +1

Each line ends with the natural charge from an NBO analysis.
Element x y z (Å)
O -0.4903 0.8783 -0.8310  -0.397
N 0.5154 -0.7152 0.9367  -0.382
N -0.1534 -1.6325 0.3250  -0.362
N -2.4710 0.3077 0.3577  -0.728
C 1.4955 1.8461 0.0259  -0.677
C -1.6585 0.2868 -0.6965  0.516
C 0.5514 -2.1067 -0.8355  -0.452
C 0.2624 1.0911 0.2606  0.149
H 1.5950 -0.6347 0.9015  0.378
H -2.1407 0.5683 1.3589  0.431
H -1.9713 -0.1974 -1.5199  0.210
H 2.2724 1.3153 0.5529  0.225
H 0.1850 -3.0223 -1.2035  0.235
H 0.2450 -0.5428 1.9149  0.403
H 1.3922 2.8919 0.3475  0.258
H 1.6956 -2.2333 -0.5546  0.171
H -0.3466 1.4967 1.0566  0.155
H 0.5489 -1.3443 -1.6441  0.185
H 1.8503 1.7011 -0.9945  0.255
H -3.3775 0.0459 0.2415  0.427

Forces on atoms 1 to 3 (eV/Å):
-1.45 -1.43 -0.64
2.17 2.60 0.75
-1.21 -0.51 -0.58

***

C4H12N3O2 | ωB97M-V/def2-TZVPD

Properties
Electronic energy ... -12898.7712 eV
Energy above the lowest of the compared OMol25 structures with the same formula, charge and spin ... 4.3390 eV
Frontier orbital gap ... 9.6 eV
F_max ... 3.41 eV Å⁻¹
Total charge ... +1

Each line ends with the natural charge from an NBO analysis.
Element x y z (Å)
O 0.9257 1.5075 1.2230  -0.761
O 0.0839 -1.3545 2.7258  -0.472
N -1.0537 -0.4913 -1.7097  -0.497
N 0.5567 -2.6325 0.9059  -0.579
N -1.3613 2.2214 -2.8755  -0.929
C -0.8243 -1.0575 -0.7164  0.208
C 0.5295 -2.0763 1.9548  0.872
C 1.2784 -3.2854 -0.0918  -0.409
C 0.1336 2.1113 2.2675  -0.250
H -1.4372 1.1445 -2.4863  0.504
H 2.0211 -2.6152 -0.4326  0.214
H -0.9470 2.0769 1.7384  0.169
H -2.2048 2.7749 -2.8438  0.444
H 0.4768 -3.4224 -0.9089  0.215
H 0.2563 1.4016 3.1002  0.190
H 0.3764 3.1008 2.5995  0.181
H -1.3283 2.1337 -3.8974  0.447
H 1.9084 1.7237 1.3674  0.473
H -0.5417 2.6710 -2.3802  0.468
H 1.6698 -4.2335 0.2880  0.237
H -0.5185 -1.6987 0.1721  0.275

Forces on atoms 1 to 3 (eV/Å):
2.60 1.29 -0.09
0.13 1.12 2.73
0.31 -0.48 2.05

***

C4H12N4 | ωB97M-V/def2-TZVPD

Properties
Electronic energy ... -10299.9060 eV
Energy above the lowest of the compared OMol25 structures with the same formula, charge and spin ... 3.3656 eV
Frontier orbital gap ... 8.6 eV
F_max ... 3.06 eV Å⁻¹
Structure (SMILES) ... CN(N)/C=N/N(C)C

Each line ends with the natural charge from an NBO analysis.
Element x y z (Å)
N 3.0671 -0.7159 -0.4361  -0.652
N -1.5601 -0.1988 -0.3237  -0.323
N -0.3179 0.3055 0.0170  -0.366
N 1.9342 -0.1693 0.1711  -0.277
C -2.5238 0.9089 -0.4674  -0.416
C -1.9736 -1.1731 0.5998  -0.417
C 2.1467 1.2540 0.5052  -0.420
C 0.6548 -0.4627 -0.3015  0.237
H -2.1239 1.6400 -1.2528  0.210
H 3.1117 -1.6213 0.0255  0.361
H -2.3902 -0.8005 1.5548  0.164
H -1.2033 -1.9502 0.7846  0.204
H 0.6184 -1.3522 -0.8302  0.162
H -2.5511 1.4865 0.4742  0.177
H 3.0615 1.2878 1.0056  0.203
H -2.8991 -1.5407 0.0510  0.198
H 2.3134 1.7800 -0.4526  0.176
H 2.9053 -0.7806 -1.4387  0.341
H 1.2557 1.5551 1.0490  0.237
H -3.5258 0.5475 -0.7350  0.202

Forces on atoms 1 to 3 (eV/Å):
-0.46 -0.82 0.16
-0.26 0.93 -1.57
1.35 0.31 -0.12

***

C4H12N4 | ωB97M-V/def2-TZVPD

Properties
Electronic energy ... -10301.6953 eV
Energy above the lowest of the compared OMol25 structures with the same formula, charge and spin ... 1.5764 eV
Frontier orbital gap ... 9.8 eV
F_max ... 0.72 eV Å⁻¹
Structure (SMILES) ... [H]/N=C/NC.C/N=C\N

Each line ends with the natural charge from an NBO analysis.
Element x y z (Å)
N 1.6555 -0.6917 -0.5300  -0.388
N 0.6282 2.0890 1.3042  -0.680
N -1.3671 1.1358 0.6728  -0.625
N 0.4089 -2.0295 -2.0857  -0.892
C 0.7469 -0.8124 -1.3819  0.261
C -2.7667 1.4965 0.8344  -0.408
C 2.5314 -1.8200 -0.2624  -0.457
C -0.4521 1.5190 1.6328  0.277
H -2.9794 2.5185 0.5164  0.183
H 2.1083 -2.7738 -0.5754  0.200
H 1.2403 2.1847 2.1102  0.338
H 0.0971 0.0306 -1.6236  0.135
H 0.6594 -1.9492 -3.0671  0.370
H -0.6017 -2.1313 -2.0947  0.366
H 2.7690 -1.8550 0.7958  0.200
H -3.3982 0.8010 0.2816  0.197
H 3.4565 -1.6759 -0.8245  0.204
H -3.0371 1.3976 1.8862  0.199
H -0.7047 1.2220 2.6549  0.142
H -0.9945 1.3442 -0.2439  0.377

Forces on atoms 1 to 3 (eV/Å):
0.26 0.12 -0.13
0.22 0.04 0.12
-0.08 0.03 -0.11

***

Q: Among the records above, which one has the highest energy above the lowest of the compared OMol25 structures with the same formula, charge and spin?
A: C4H12N3O

***

Q: What is the electronic energy in the fifth record?
A: -8804.1742 eV

***

Q: What is the formula in the third record?
A: C4H12N3